Computed, not measured: the ion C3H9N2 with charge +1 in a non-equilibrium geometry, with ωB97M-V/def2-TZVPD.

The geometry in ORCA input format:
```
! RIJCOSX wB97M-V def2-TZVPD def2/J DEFGRID3
* xyz 1 1
C 0.6172 1.5325 0.0257
C -0.2278 0.2455 0.0020
N -1.6803 0.6044 -0.5205
C 0.0575 -0.9973 0.3347
N 1.2912 -1.6190 0.1926
H 0.3072 2.5466 -0.3156
H 1.2078 1.4968 0.9772
H 1.4724 1.4249 -0.5003
H -2.1221 0.0490 -1.2852
H -2.2758 0.5711 0.3788
H -1.6900 1.5672 -0.8948
H -0.4692 -1.6240 0.9553
H 2.1349 -1.0003 0.2767
H 1.4766 -2.6129 0.5287
*
```

The HOMO energy comes out at -12.72 eV. The value obtained for the frontier orbital gap is 0.333 Ha. The molar mass is 73.12 g/mol. The SMILES is C/C([NH3+])=C\N. The value obtained for the largest force on an atom is 4.283 eV/Å. The calculation puts the energy above the lowest of the compared OMol25 structures with the same formula, charge and spin at 3.072 eV. The LUMO energy is -3.66 eV.

Here are the natural (NBO) charges for atoms 1 to 6, given in e: number 1, C, carries -0.71; number 2, C, carries 0.04; number 3, N, carries -0.72; number 4, C, carries -0.01; number 5, N, carries -0.77; number 6, H, carries 0.26